1.
134
Properties=species:S:1:pos:R:3 method="wB97M-V/def2-TZVPD" e_lumo_ev=0.389 largest_force_ha_per_bohr=0.0592 orbital_gap_ha=0.320 smiles="C[Si](C)(C)OCC[C@H]1OC(=O)O[C@H]1CCCCl.COCCNCCOC.COCCNCCOC.COCCNCCOC.COCCNCCOC" energy_ev=-88535.2839 homo_ha=-0.3054
C 3.98 3.42 2.74
Si 2.95 1.87 3.04
C 4.11 0.60 3.75
C 1.58 2.29 4.25
O 2.22 1.34 1.61
C 1.70 2.39 0.84
C 0.38 1.97 0.19
C -0.36 3.21 -0.23
O -0.94 3.18 -1.55
C -1.53 4.42 -1.59
O -1.47 5.23 -2.49
O -2.19 4.58 -0.40
C -1.56 3.75 0.58
C -2.47 2.69 1.12
C -3.73 3.29 1.73
C -4.65 2.29 2.42
Cl -4.55 0.62 1.78
H 4.59 3.56 3.62
H 3.37 4.29 2.54
H 4.63 3.29 1.88
H 4.61 1.03 4.60
H 3.61 -0.32 4.03
H 4.86 0.36 2.99
H 1.84 1.84 5.20
H 1.45 3.36 4.40
H 0.63 1.90 3.89
H 2.39 2.71 0.06
H 1.49 3.28 1.43
H -0.15 1.39 0.93
H 0.58 1.36 -0.68
H 0.38 4.02 -0.27
H -1.15 4.40 1.34
H -1.93 2.17 1.91
H -2.71 1.98 0.34
H -3.40 3.99 2.49
H -4.26 3.87 0.99
H -4.40 2.21 3.47
H -5.69 2.57 2.34
C 1.70 3.44 11.93
O 0.84 4.17 11.08
C 1.19 5.53 10.90
C 1.76 5.79 9.52
N 3.08 5.20 9.36
C 3.58 5.15 7.99
C 2.77 4.42 6.92
O 2.73 3.01 7.04
C 1.82 2.51 8.01
H 1.19 2.52 12.20
H 2.64 3.18 11.44
H 1.92 4.00 12.85
H 1.87 5.87 11.68
H 0.26 6.11 10.99
H 1.84 6.87 9.37
H 1.04 5.40 8.79
H 3.08 4.26 9.74
H 4.56 4.66 8.03
H 3.75 6.17 7.65
H 3.26 4.61 5.97
H 1.75 4.82 6.82
H 0.91 3.11 8.06
H 2.28 2.45 9.00
H 1.55 1.50 7.71
C 4.01 -1.65 0.90
O 2.91 -2.35 1.45
C 1.64 -1.88 1.02
C 1.00 -2.83 0.03
N 1.68 -2.81 -1.26
C 1.32 -3.89 -2.17
C 1.49 -5.34 -1.73
O 2.83 -5.78 -1.62
C 3.50 -5.39 -0.44
H 4.89 -1.90 1.49
H 4.21 -1.94 -0.14
H 3.86 -0.56 0.94
H 1.70 -0.87 0.63
H 1.00 -1.84 1.91
H -0.04 -2.52 -0.12
H 0.99 -3.83 0.49
H 2.68 -2.84 -1.10
H 1.92 -3.76 -3.07
H 0.27 -3.75 -2.47
H 1.05 -5.96 -2.52
H 0.93 -5.57 -0.81
H 2.84 -5.39 0.43
H 3.97 -4.41 -0.55
H 4.30 -6.12 -0.27
C -7.79 4.80 -7.11
O -6.66 4.10 -7.56
C -5.50 4.90 -7.77
C -4.45 4.68 -6.69
N -4.86 5.23 -5.41
C -4.05 4.81 -4.26
C -3.91 3.32 -3.97
O -5.09 2.69 -3.48
C -6.05 2.35 -4.46
H -8.65 4.15 -7.24
H -7.73 5.07 -6.05
H -7.95 5.72 -7.69
H -5.76 5.95 -7.85
H -5.07 4.58 -8.72
H -3.52 5.17 -7.00
H -4.25 3.60 -6.65
H -5.83 4.97 -5.23
H -4.49 5.28 -3.38
H -3.06 5.24 -4.38
H -3.19 3.21 -3.16
H -3.51 2.76 -4.82
H -5.59 2.03 -5.39
H -6.73 3.18 -4.65
H -6.64 1.53 -4.06
C 3.19 -10.63 -6.59
O 2.12 -10.24 -7.43
C 0.92 -10.98 -7.25
C -0.15 -10.18 -6.54
N 0.18 -9.95 -5.13
C -0.63 -8.95 -4.45
C -0.70 -7.53 -5.00
O 0.49 -6.78 -4.86
C 1.51 -7.05 -5.81
H 4.10 -10.19 -7.00
H 3.07 -10.27 -5.57
H 3.31 -11.72 -6.58
H 1.11 -11.93 -6.73
H 0.55 -11.22 -8.25
H -1.09 -10.73 -6.59
H -0.27 -9.24 -7.09
H 1.16 -9.68 -5.06
H -0.25 -8.88 -3.43
H -1.65 -9.34 -4.38
H -1.45 -7.00 -4.41
H -1.05 -7.50 -6.04
H 1.09 -7.27 -6.80
H 2.15 -7.87 -5.49
H 2.13 -6.16 -5.88

---

2.
8
Properties=species:S:1:pos:R:3 method="wB97M-V/def2-TZVPD" e_lumo_ev="-3.199 / -3.199" largest_force_ha_per_bohr=0.0622 orbital_gap_ha="0.227 / 0.227" e_above_lowest_kcal_mol=41.8 energy_ev=-48819.3250 homo_ha="-0.3448 / -0.3447"
C -0.52 0.25 0.77
C 0.31 0.52 -0.33
S -0.42 1.13 2.16
S 0.10 0.00 -1.93
Cl -1.74 -0.97 0.60
Cl 2.09 -1.30 0.60
H 1.07 1.27 -0.20
H -0.88 -0.88 -1.67